No. 1
This record from OMol25 describes C5H6N2S in the gas phase at a distorted geometry. The level of theory is ωB97M-V/def2-TZVPD.

Highest occupied orbital energy in eV: -8.70
Calculated total energy in Eh: -701.7641
Energy relative to the best compared isomer or geometry (same formula, charge and spin) in eV: 2.037

CARTESIAN COORDINATES (ANGSTROEM)
1 C -0.06 -0.26 2.04
2 C -0.21 -0.13 0.52
3 C -1.15 -0.63 -0.29
4 C -1.22 -0.78 -1.69
5 C 0.96 0.47 -0.25
6 H 0.74 -1.10 2.12
7 H -1.03 -0.72 2.39
8 H 0.41 0.74 2.59
9 H -2.07 -0.95 0.17
10 H -0.02 1.42 -1.84
11 H 1.64 1.49 -1.88
12 N -1.27 -1.08 -2.86
13 N 0.82 1.15 -1.42
14 S 2.47 0.36 0.39



No. 2
This record from OMol25 describes C4H9NO2 in the gas phase at a distorted geometry. The level of theory is ωB97M-V/def2-TZVPD.

Highest occupied orbital energy in eV: -9.66
Calculated total energy in Eh: -362.9281
Energy relative to the best compared isomer or geometry (same formula, charge and spin) in eV: 4.283

CARTESIAN COORDINATES (ANGSTROEM)
1 C -1.05 -0.12 -2.19
2 N -0.72 -0.26 -0.78
3 C -0.52 0.77 -0.08
4 O -0.99 0.86 1.22
5 C -0.13 -0.06 1.82
6 C 1.35 -0.01 1.06
7 O 1.61 -1.19 0.34
8 H -0.25 -0.38 -2.89
9 H -1.88 -0.81 -2.37
10 H -1.41 0.89 -2.40
11 H -0.08 1.73 -0.35
12 H -0.13 0.10 2.91
13 H -0.40 -1.09 1.57
14 H 1.81 0.86 0.50
15 H 1.88 -0.02 1.98
16 H 0.92 -1.27 -0.35



No. 3
This record from OMol25 describes 2 unconnected molecules or ions with the total composition C2H4FN at a distorted geometry. The level of theory is ωB97M-V/def2-TZVPD.

Highest occupied orbital energy in eV: -10.34
Calculated total energy in Eh: -233.1252
Energy relative to the best compared isomer or geometry (same formula, charge and spin) in eV: 2.340

CARTESIAN COORDINATES (ANGSTROEM)
1 C 1.97 0.20 0.13
2 C -0.28 -0.63 -0.03
3 N 1.18 -0.65 -0.32
4 F 3.27 0.11 -0.08
5 H 1.72 1.65 0.69
6 H -0.70 -1.59 0.45
7 H -0.62 -0.65 -1.03
8 H -0.76 0.19 0.49



No. 4
This record from OMol25 describes 8 unconnected molecules or ions with the total composition C30H59N5O14 at a distorted geometry. The level of theory is ωB97M-V/def2-TZVPD.

<S²>: 0.772
Highest occupied orbital energy (spin up / spin down) in eV: -1.85 / -4.10
Calculated total energy in Eh: -2505.4812
Spin multiplicity: 2
Total charge: -1

CARTESIAN COORDINATES (ANGSTROEM)
1 N -0.89 -0.15 -0.08
2 H 0.02 -0.22 0.36
3 H -1.42 -1.01 -0.04
4 H -0.85 -0.05 -1.08
5 H -1.57 0.48 0.32
6 C 2.78 -3.17 0.23
7 C 1.97 -1.98 0.59
8 O 1.60 -1.84 1.74
9 O 1.72 -1.14 -0.29
10 H 2.45 -3.93 0.93
11 H 3.81 -2.90 0.46
12 H 2.60 -3.38 -0.83
13 C -1.30 3.05 -4.26
14 C -1.37 3.37 -2.81
15 C -2.81 3.79 -2.32
16 O -3.45 4.90 -2.91
17 C -2.63 6.10 -2.88
18 N -0.77 2.30 -2.01
19 H -1.51 3.88 -4.93
20 H -2.06 2.33 -4.56
21 H -0.30 2.72 -4.55
22 H -0.82 4.31 -2.77
23 H -2.72 3.87 -1.24
24 H -3.41 2.88 -2.37
25 H -1.61 5.96 -2.50
26 H -3.17 6.70 -2.15
27 H -2.74 6.64 -3.82
28 H 0.24 2.41 -2.01
29 H -1.06 2.37 -1.04
30 C -0.96 -4.14 0.17
31 C -1.59 -3.14 -0.78
32 C -2.11 -3.95 -2.02
33 O -3.25 -3.27 -2.49
34 C -4.08 -3.97 -3.47
35 N -2.68 -2.44 -0.13
36 H -1.65 -4.92 0.49
37 H -0.51 -3.51 0.94
38 H -0.16 -4.63 -0.38
39 H -0.88 -2.44 -1.22
40 H -2.40 -4.94 -1.66
41 H -1.30 -4.01 -2.75
42 H -3.34 -4.34 -4.19
43 H -4.71 -3.26 -4.01
44 H -4.53 -4.82 -2.97
45 H -3.23 -3.17 0.28
46 H -3.38 -2.04 -0.73
47 C 0.55 1.42 3.88
48 C 1.46 0.31 4.51
49 C 2.02 0.55 5.89
50 O 2.73 -0.56 6.47
51 C 2.85 -0.37 7.86
52 N 0.62 -0.88 4.33
53 H -0.29 1.54 4.56
54 H 0.19 1.29 2.86
55 H 1.11 2.35 3.97
56 H 2.31 0.06 3.87
57 H 1.11 0.75 6.46
58 H 2.56 1.50 5.99
59 H 3.58 -1.08 8.26
60 H 1.97 -0.61 8.46
61 H 3.28 0.57 8.21
62 H 0.76 -1.24 3.40
63 H 1.20 -1.45 4.94
64 C -5.29 1.92 1.01
65 C -3.83 1.62 0.63
66 C -2.93 2.43 1.57
67 O -1.54 2.48 1.04
68 C -0.70 3.41 1.71
69 N -3.53 0.26 0.93
70 H -6.04 1.25 0.58
71 H -5.60 2.96 0.93
72 H -5.39 1.77 2.08
73 H -3.64 1.95 -0.39
74 H -2.96 1.94 2.54
75 H -3.32 3.41 1.83
76 H 0.36 3.25 1.51
77 H -0.86 3.50 2.78
78 H -1.02 4.36 1.29
79 H -3.55 0.17 1.93
80 H -4.35 -0.24 0.62
81 C 4.28 1.46 2.73
82 C 3.98 0.81 1.65
83 C 4.96 -0.17 0.96
84 O 5.00 -0.62 -0.20
85 C 6.12 -0.38 1.80
86 C 6.41 0.29 3.00
87 C 5.52 1.31 3.52
88 O 5.64 1.88 4.63
89 O 7.48 -0.08 3.78
90 O 2.83 1.17 0.99
91 H 3.58 2.18 3.12
92 H 6.78 -1.17 1.48
93 H 7.72 0.65 4.36
94 H 2.56 0.44 0.44
95 C 0.48 -1.09 -5.92
96 C 0.96 -1.90 -6.88
97 C 1.36 -3.36 -6.58
98 O 1.59 -4.18 -7.44
99 C 1.41 -3.75 -5.12
100 C 0.96 -2.92 -4.13
101 C 0.47 -1.52 -4.45
102 O 0.15 -0.72 -3.50
103 O 1.09 -3.23 -2.84
104 O 0.93 -1.48 -8.21
105 H 0.10 -0.11 -6.16
106 H 1.81 -4.69 -4.76
107 H 0.99 -2.43 -2.32
108 H 1.00 -2.28 -8.74



Number 1: molar mass 126.2 g mol⁻¹. Number 2: molar mass 103.1 g mol⁻¹. Number 3: molar mass 61.1 g mol⁻¹. Number 4: molar mass 713.8 g mol⁻¹.